[1]
A molecular structure, C12H16N3OReSSbSe4, computed with ωB97M-V/def2-TZVPD.

Summary:
HOMO level (spin up / spin down) = -12.47 / -13.32 eV
Expectation value of S² = 3.7718
Energy above the lowest of the compared OMol25 structures with the same formula, charge and spin = 49.2 kJ/mol

```
! wB97M-V def2-TZVPD RIJCOSX def2/J DEFGRID3
* xyz 2 4
H -1.590 -0.944 -3.230
Se -5.033 1.131 -0.138
H 4.763 0.657 1.971
C 0.774 3.228 -0.135
Sb -5.288 -0.558 1.380
C 2.665 1.738 0.525
C -1.393 -3.131 -0.538
N 2.128 2.835 -0.067
C 3.171 3.606 -0.584
H -0.576 -3.474 0.096
Se -5.959 -2.828 0.743
S 1.867 0.395 1.253
H -2.767 -1.193 -1.921
H 1.320 5.300 -0.079
H 5.338 3.235 -0.495
H 5.943 1.233 0.779
N -0.209 2.305 -0.179
H -1.863 -4.004 -0.991
C -1.789 4.092 -0.524
H -2.210 1.983 -0.413
C 4.940 0.840 0.914
H -0.092 -2.665 -2.201
Se -5.012 -0.321 3.799
C 0.514 4.592 -0.200
C -1.469 2.765 -0.400
H -2.432 -2.487 -3.083
O -0.240 -1.080 -0.992
H 4.830 -0.089 0.357
C -0.886 -2.194 -1.618
Se -1.795 0.118 1.812
H -0.993 6.091 -0.439
N 3.994 1.830 0.417
H -2.131 -2.618 0.082
C 4.318 2.978 -0.274
H -2.815 4.385 -0.688
Re -0.154 0.215 0.271
C -0.779 5.033 -0.394
C -1.986 -1.669 -2.520
H 2.997 4.501 -1.150
*
```


[2]
A molecular structure, C12H17Cl2F5HfO2, computed with ωB97M-V/def2-TZVPD.

Summary:
HOMO level = 1.02 eV

```
! wB97M-V def2-TZVPD RIJCOSX def2/J DEFGRID3
* xyz -2 1
C 0.060 -1.842 -0.704
C -0.986 -1.414 0.202
H -2.274 0.012 -3.577
H 1.099 -3.306 0.480
H -2.673 1.544 -0.186
C 2.500 2.864 1.676
H -2.377 1.372 -2.433
C -1.126 -0.222 -1.792
H 0.734 -0.626 -3.797
Hf 0.482 0.034 1.073
H 0.317 -3.970 -0.978
F 2.921 4.346 3.458
H -0.139 -2.195 -3.821
Cl 1.555 2.058 -2.872
F 0.867 3.567 3.232
H -2.734 0.484 1.218
H 0.892 -0.627 3.793
C -2.758 0.503 0.133
H 1.818 -3.021 -1.072
F 2.119 3.764 0.771
H -0.714 -2.644 1.961
C -1.581 -0.252 -0.429
C -1.719 0.637 -2.875
H -0.330 2.781 1.580
H -2.129 -2.925 1.129
H -0.894 1.141 -3.354
C 2.195 3.231 3.137
H -3.710 0.080 -0.206
F 3.790 2.556 1.471
C -1.492 -2.100 1.435
C 0.861 -3.113 -0.560
H -2.025 -1.425 2.107
O -0.208 1.918 0.956
F 2.492 2.233 3.965
C -0.140 -1.149 -1.955
H 1.451 -2.041 -3.071
Cl 2.688 -0.374 0.287
O 0.652 -0.344 2.871
C 0.515 -1.534 -3.251
*
```


[3]
A molecular structure, C12H17Cl2F5O2Ti, computed with ωB97M-V/def2-TZVPD.

Summary:
HOMO level (spin up / spin down) = 1.09 / 1.47 eV
Energy above the lowest of the compared OMol25 structures with the same formula, charge and spin = 0.0 kJ/mol

```
! wB97M-V def2-TZVPD RIJCOSX def2/J DEFGRID3
* xyz -2 1
Cl -1.729 -2.288 -1.877
F -4.367 1.994 2.310
H 1.825 1.593 2.273
H 2.215 -3.278 -1.064
H 2.376 -1.667 -3.093
C 1.258 -1.448 -0.415
C 1.506 -1.118 2.137
C 1.494 0.774 -1.071
C 1.384 -2.937 -0.428
H 0.895 -2.018 2.294
H 0.446 -3.388 -0.780
F -4.389 -0.890 0.248
F -5.789 -0.333 1.854
H 1.676 -0.163 -3.635
H 2.555 -1.375 2.370
H 1.631 -3.320 0.572
F -3.715 -0.830 2.362
H 1.415 1.863 -2.918
C 1.357 -0.606 0.755
Ti -0.801 -0.674 -1.012
C 1.526 0.741 0.345
H 1.394 2.874 -1.465
C 1.495 -1.021 -2.974
H 3.024 2.108 1.063
C 1.958 1.856 1.217
H -1.969 -1.001 1.321
O -0.248 3.525 1.755
H -1.142 3.248 1.351
H 0.611 -1.591 -3.310
O -1.517 -0.458 0.648
C 1.808 1.956 -1.901
C 1.342 -0.571 -1.567
H 1.344 2.762 1.056
F -4.732 1.780 0.155
C -4.514 -0.234 1.426
Cl -1.545 1.155 -2.118
H 1.180 -0.363 2.867
C -4.151 1.232 1.226
H 2.895 2.109 -1.979
*
```


[4]
7 unconnected molecules or ions with the total composition C12H17Cl6N5, computed with ωB97M-V/def2-TZVPD.

Summary:
Structure (SMILES) = ClC(Cl)Cl.ClC(Cl)Cl.CC#N.CC#N.CC#N.CC#N.CC#N
HOMO level = -10.31 eV
Energy above the lowest of the compared OMol25 structures with the same formula, charge and spin = 0.0 kJ/mol

```
! wB97M-V def2-TZVPD RIJCOSX def2/J DEFGRID3
* xyz 0 1
Cl -17.059 6.842 -4.225
H -12.782 11.969 -3.098
C -11.059 7.409 -4.715
Cl -19.427 9.422 -3.510
H -16.163 8.997 -3.801
N -17.077 8.872 -0.587
H -11.130 6.824 -3.805
C -14.740 11.854 -3.852
H -12.299 10.171 -7.810
C -15.776 8.070 -4.192
C -15.101 7.467 0.497
Cl -19.932 12.098 -4.583
C -16.203 8.260 -0.139
H -14.216 8.100 0.420
C -11.393 8.309 -8.150
H -15.560 2.647 -2.915
H -13.749 13.540 -3.178
C -19.016 11.116 -3.473
N -10.692 7.461 -7.857
H -17.201 3.133 -3.361
N -16.232 4.931 -1.005
H -11.837 9.778 -9.467
C -12.306 9.390 -8.564
H -10.045 7.328 -5.104
H -13.100 12.773 -4.666
C -16.192 3.478 -3.155
Cl -15.125 8.350 -5.791
H -11.653 6.922 -5.507
Cl -19.065 11.653 -1.839
N -15.717 11.277 -3.973
H -15.359 7.239 1.538
H -15.806 4.054 -3.989
H -15.004 6.558 -0.058
C -11.475 8.835 -4.761
H -13.329 9.070 -8.752
C -13.448 12.614 -3.657
Cl -14.583 7.505 -3.047
C -16.156 4.344 -1.999
N -11.689 9.970 -4.777
H -18.001 11.131 -3.797
*
```


[5]
7 unconnected molecules or ions with the total composition C12H17Cl6N5, computed with ωB97M-V/def2-TZVPD.

Summary:
Structure (SMILES) = ClC(Cl)Cl.ClC(Cl)Cl.CC#N.CC#N.CC#N.CC#N.CC#N
HOMO level = -10.57 eV
Energy above the lowest of the compared OMol25 structures with the same formula, charge and spin = 22.0 kJ/mol

```
! wB97M-V def2-TZVPD RIJCOSX def2/J DEFGRID3
* xyz 0 1
Cl 3.540 1.307 -0.427
C 3.959 1.118 5.850
H -1.801 3.484 -1.989
Cl 4.004 2.087 -3.166
H 4.107 0.055 5.852
H -0.038 -0.977 -1.252
H -0.238 0.431 3.200
N -3.456 -1.573 0.364
C -0.239 -0.449 3.832
Cl -2.749 2.105 -3.629
H 4.820 0.305 -2.160
C -4.876 -1.377 -1.734
C -0.386 -1.136 -5.106
H -0.880 -1.412 -6.028
C 1.203 -0.924 3.870
C 2.558 1.520 5.857
N -2.037 -1.471 -3.096
C 0.025 0.188 0.449
N 1.431 1.769 5.823
C 3.832 0.751 -2.054
Cl 2.717 -0.463 -2.565
H 0.414 -1.905 0.217
H -0.812 -1.246 3.387
H -4.364 -0.649 -2.347
H 0.519 -1.702 -4.934
N 2.302 -1.209 3.812
H -5.912 -1.152 -1.559
H -0.086 -0.081 -5.196
H -0.588 -0.162 4.831
N 0.096 1.285 0.843
H 4.428 1.704 6.672
C -4.134 -1.447 -0.540
Cl -0.025 2.035 -2.563
H 4.374 1.412 4.873
Cl -2.323 1.523 -0.785
H -1.284 -1.345 -0.060
C -1.305 -1.336 -3.986
H -4.826 -2.363 -2.220
C -1.730 2.401 -2.146
C -0.239 -1.103 -0.189
*
```


[6]
A molecular structure, C12H17CuF3N2O4, computed with ωB97M-V/def2-TZVPD.

Summary:
HOMO level = -3.39 eV
Energy above the lowest of the compared OMol25 structures with the same formula, charge and spin = 8.7 kJ/mol

```
! wB97M-V def2-TZVPD RIJCOSX def2/J DEFGRID3
* xyz -1 1
C -1.829 1.510 1.559
H -1.145 -5.448 -2.904
C -0.661 -0.436 2.072
C 2.214 2.027 0.823
H 0.611 -3.373 -3.437
F -0.463 -0.932 4.417
H -0.385 -1.224 -2.268
C -0.723 -2.248 -2.179
F 1.066 -1.678 3.092
C -0.234 -1.415 3.187
Cu 0.819 0.707 -1.150
H 3.333 2.920 -2.097
H -1.051 1.792 0.847
H -2.904 3.364 1.623
N -1.851 -2.599 -1.513
C 3.208 2.437 -1.146
C -1.185 -4.432 -2.541
O -1.348 0.560 2.537
H -3.052 2.397 3.120
H 4.613 0.749 -1.015
O -0.898 1.952 -1.523
H 1.570 2.210 1.668
H 3.414 0.284 1.339
N 2.251 2.861 -0.258
H 1.617 3.626 -0.383
C 3.170 1.068 0.645
C -2.176 -3.918 -1.749
H -1.560 3.264 2.755
H -1.801 2.099 -1.254
H -2.588 1.038 0.932
O -0.326 -0.673 0.954
O 1.367 0.165 -2.996
H -2.976 -4.409 -1.225
C 3.808 1.335 -0.607
C -0.260 -3.385 -2.803
F -0.919 -2.574 3.059
C -2.386 2.698 2.311
H -2.472 -1.932 -1.096
H 2.133 -0.384 -2.798
*
```


[7]
A molecular structure, C12H17FeN4OS2, computed with ωB97M-V/def2-TZVPD.

Summary:
HOMO level (spin up / spin down) = -10.98 / -11.14 eV
Expectation value of S² = 6.0227

```
! wB97M-V def2-TZVPD RIJCOSX def2/J DEFGRID3
* xyz 1 5
H 3.306 -4.203 -0.625
C -3.966 -0.047 -0.131
H -1.832 4.491 0.839
C -0.954 4.158 0.288
C 2.488 -3.494 -0.502
C 1.932 -3.046 -1.851
N -1.707 0.488 0.437
H -5.202 1.588 -0.814
N 1.417 2.734 0.845
H -4.737 -0.798 -0.197
H 1.481 -4.220 1.308
S 2.189 0.368 1.734
H 3.765 3.609 1.406
S -0.136 -3.079 -0.084
H 4.326 2.089 2.039
H 2.863 -2.633 0.056
H -0.056 -2.295 -2.388
C -1.941 1.813 0.125
H 0.837 -1.245 -1.249
C -4.223 1.301 -0.461
H 1.719 -3.914 -2.475
H -3.379 3.258 -0.574
Fe 0.182 0.064 0.878
C 0.648 -2.288 -1.558
C 1.331 -4.140 0.233
C -2.707 -0.391 0.294
N 3.597 2.642 1.620
H 2.640 -2.412 -2.383
H -2.468 -1.413 0.552
H 1.089 -5.122 -0.174
N 0.320 2.036 0.570
H -0.060 4.603 0.717
C -0.842 2.670 0.321
H -1.055 4.504 -0.740
O -0.064 -1.971 0.938
C -3.218 2.218 -0.336
C 2.415 2.077 1.342
*
```


Number 1: DFT total energy -300093.0007 eV. Number 2: DFT total energy -56756.5264 eV. Number 3: DFT total energy -78562.3096 eV. Number 4: DFT total energy -95303.0601 eV. Number 5: DFT total energy -95302.8320 eV. Number 6: DFT total energy -76681.7185 eV. Number 7: DFT total energy -76780.2618 eV.